Entry 1:
A molecular structure, C40H65N2O7PSi2Ti. Source: the OMol25 dataset; level of theory: ωB97M-V/def2-TZVPD.

Properties
**Net charge**: +2
**Largest force on an atom**: 0.60 eV/Å
**Frontier orbital gap**: 7.45 eV
**LUMO level**: -0.20331 hartree
**HOMO**: -13.0 eV

Positions of all 118 atoms, in Å:
Ti -0.78 0.43 -0.81
C -1.68 3.68 2.72
N -2.24 2.32 2.72
C -3.10 1.91 3.85
C -2.06 1.53 1.68
O -1.54 1.92 0.61
C -2.47 0.08 1.72
O -2.59 -0.37 0.36
C -3.85 -0.05 -0.24
C -3.63 0.86 -1.43
O -2.45 1.03 -1.82
N -4.67 1.39 -2.01
C -4.54 2.16 -3.25
C -6.03 1.12 -1.52
H -1.34 3.90 3.73
H -2.43 4.41 2.42
H -0.84 3.72 2.04
H -3.00 2.65 4.63
H -2.79 0.95 4.26
H -4.15 1.86 3.55
H -3.39 -0.12 2.27
H -1.66 -0.49 2.17
H -4.51 0.41 0.50
H -4.31 -0.97 -0.59
H -3.49 2.23 -3.53
H -4.95 3.16 -3.10
H -5.09 1.66 -4.04
H -6.20 0.05 -1.40
H -6.74 1.49 -2.25
H -6.22 1.64 -0.58
C -4.40 -1.61 -4.71
C -3.17 -1.11 -5.10
C -2.06 -1.26 -4.27
C -2.17 -1.91 -3.04
C -3.41 -2.44 -2.68
C -4.52 -2.29 -3.50
Si -0.73 -1.93 -1.84
C -0.76 -3.39 -0.70
C -1.53 -3.50 0.46
C -1.48 -4.64 1.25
C -0.65 -5.70 0.89
C 0.11 -5.61 -0.26
C 0.06 -4.47 -1.05
H -5.26 -1.52 -5.37
H -3.06 -0.62 -6.07
H -1.10 -0.88 -4.60
H -3.51 -3.01 -1.76
H -5.47 -2.73 -3.22
H 0.54 -1.95 -2.59
H -2.18 -2.68 0.77
H -2.08 -4.71 2.15
H -0.61 -6.59 1.51
H 0.75 -6.44 -0.55
H 0.67 -4.42 -1.95
C -0.52 2.33 -4.01
P 0.48 1.68 -2.66
C 1.07 3.13 -1.74
C 1.92 0.88 -3.39
C 1.88 0.42 -4.70
C 3.00 -0.22 -5.24
C 4.14 -0.39 -4.46
C 4.17 0.07 -3.15
C 3.06 0.69 -2.61
H -1.07 1.54 -4.52
H 0.12 2.86 -4.72
H -1.24 3.03 -3.58
H 1.74 3.72 -2.36
H 1.58 2.82 -0.82
H 0.21 3.74 -1.46
H 1.01 0.56 -5.32
H 2.98 -0.57 -6.26
H 5.01 -0.87 -4.89
H 5.06 -0.06 -2.55
H 3.09 1.02 -1.57
C 4.06 2.11 2.90
C 3.32 2.71 1.72
C 2.80 4.10 2.05
C 4.21 2.72 0.49
O 2.13 1.92 1.40
Si 1.68 0.37 1.53
O 0.57 0.20 0.26
O 0.74 0.02 2.81
C 0.94 -0.23 4.24
C 2.37 -0.64 4.55
C 0.59 1.06 4.97
C -0.01 -1.35 4.60
O 2.94 -0.60 1.34
C 3.12 -2.00 0.96
C 1.95 -2.84 1.46
C 3.21 -2.05 -0.55
C 4.43 -2.44 1.59
H 4.96 2.70 3.10
H 4.38 1.09 2.69
H 3.46 2.13 3.81
H 3.63 4.78 2.27
H 2.14 4.06 2.92
H 2.24 4.50 1.20
H 5.11 3.31 0.68
H 3.69 3.17 -0.36
H 4.52 1.70 0.24
H 3.09 0.14 4.30
H 2.65 -1.55 4.02
H 2.45 -0.84 5.62
H 1.22 1.88 4.63
H 0.73 0.94 6.05
H -0.45 1.33 4.80
H 0.21 -2.25 4.02
H -1.05 -1.07 4.42
H 0.08 -1.61 5.66
H 1.00 -2.46 1.06
H 1.90 -2.86 2.54
H 2.06 -3.87 1.11
H 2.31 -1.65 -1.01
H 3.35 -3.07 -0.90
H 4.06 -1.45 -0.90
H 4.36 -2.41 2.68
H 5.24 -1.78 1.27
H 4.68 -3.46 1.29

---

Entry 2:
4 unconnected molecules or ions with the total composition C40H66Br2F3N6O11PS in a non-equilibrium geometry. Source: the OMol25 dataset; level of theory: ωB97M-V/def2-TZVPD.

Properties
**Largest force on an atom**: 1.45 eV/Å
**Frontier orbital gap**: 7.31 eV
**LUMO level**: -0.05040 hartree
**HOMO**: -8.7 eV

Positions of all 130 atoms, in Å:
C -2.74 -0.89 3.38
C -3.21 0.55 3.19
Br -2.99 1.44 4.92
C -2.33 1.20 2.04
Br -1.03 2.57 2.55
C -3.18 1.68 0.87
C -3.10 1.03 -0.35
C -3.85 1.50 -1.44
C -4.69 2.60 -1.35
C -5.40 3.09 -2.61
C -4.93 4.50 -3.09
N -6.01 5.49 -3.25
C -4.83 3.24 -0.09
P -6.01 4.65 -0.05
C -7.63 3.76 -0.26
O -6.16 5.25 1.49
C -4.06 2.77 0.97
N -4.14 3.43 2.27
C -3.61 4.73 2.31
O -2.84 5.13 1.50
F -4.01 5.48 3.31
C -5.25 3.17 3.07
O -5.46 3.52 4.17
F -6.17 2.42 2.41
C -3.66 0.70 -2.72
O -4.54 0.38 -3.47
C -2.25 0.26 -2.98
C -1.74 0.34 -4.40
C -1.50 -1.04 -5.06
C -0.69 -0.84 -6.32
F -1.44 -0.16 -7.27
C -1.56 -0.17 -1.93
N -0.21 -0.67 -2.03
C -0.08 -1.86 -1.79
S 0.06 -3.41 -1.71
C -2.20 -0.16 -0.58
O -2.03 -1.05 0.21
H -1.65 -0.94 3.31
H -3.07 -1.32 4.32
H -3.11 -1.46 2.53
H -4.25 0.60 2.86
H -1.69 0.41 1.69
H -5.17 2.42 -3.43
H -6.49 3.04 -2.51
H -4.27 4.88 -2.30
H -4.34 4.42 -4.00
H -6.91 5.07 -3.06
H -5.88 6.24 -2.60
H -8.10 4.19 -1.15
H -7.51 2.70 -0.45
H -8.31 3.97 0.57
H -6.80 4.73 1.99
H -2.45 0.92 -4.98
H -0.79 0.87 -4.38
H -0.94 -1.66 -4.36
H -2.45 -1.53 -5.29
H 0.20 -0.25 -6.11
H -0.39 -1.81 -6.72
C 6.15 2.12 -3.52
O 5.45 2.26 -2.29
C 5.22 3.62 -1.94
C 3.74 3.95 -2.01
N 3.27 3.97 -3.39
C 1.82 4.04 -3.53
C 0.99 2.88 -3.00
O 1.17 1.66 -3.71
C 2.26 0.86 -3.29
H 6.41 1.07 -3.64
H 5.51 2.41 -4.36
H 7.07 2.70 -3.53
H 5.81 4.30 -2.56
H 5.55 3.75 -0.90
H 3.57 4.94 -1.56
H 3.21 3.21 -1.40
H 3.59 3.13 -3.85
H 1.60 4.14 -4.59
H 1.47 4.96 -3.05
H -0.06 3.14 -3.13
H 1.13 2.71 -1.92
H 2.46 0.97 -2.22
H 3.16 1.09 -3.87
H 2.00 -0.18 -3.49
C -4.96 -5.16 2.93
O -4.65 -4.31 4.02
C -5.61 -4.34 5.07
C -5.04 -4.98 6.32
N -4.84 -6.41 6.13
C -4.09 -7.06 7.20
C -2.63 -6.64 7.40
O -1.77 -7.00 6.34
C -1.71 -6.07 5.27
H -4.24 -4.95 2.14
H -4.88 -6.22 3.20
H -5.97 -4.96 2.55
H -6.53 -4.84 4.75
H -5.86 -3.30 5.30
H -5.74 -4.82 7.15
H -4.11 -4.46 6.56
H -4.36 -6.56 5.26
H -4.09 -8.13 6.99
H -4.63 -6.92 8.14
H -2.26 -7.18 8.28
H -2.53 -5.57 7.64
H -1.86 -5.04 5.61
H -2.44 -6.31 4.49
H -0.72 -6.15 4.82
C 8.28 -1.09 -3.27
O 8.46 -0.10 -2.28
C 7.49 -0.14 -1.23
C 8.13 -0.59 0.07
N 8.50 -2.00 0.02
C 9.32 -2.44 1.15
C 10.72 -1.83 1.30
O 11.62 -2.19 0.27
C 11.58 -1.37 -0.89
H 8.98 -0.87 -4.08
H 8.48 -2.09 -2.90
H 7.26 -1.05 -3.68
H 6.64 -0.77 -1.49
H 7.12 0.88 -1.10
H 7.42 -0.43 0.89
H 9.00 0.06 0.25
H 9.01 -2.17 -0.83
H 9.45 -3.52 1.04
H 8.77 -2.27 2.07
H 11.14 -2.24 2.22
H 10.69 -0.74 1.43
H 11.31 -0.34 -0.65
H 10.89 -1.77 -1.63
H 12.58 -1.38 -1.33